Record 1
{"formula": "C48H57Cl2FeGe2N3PS", "method": "wB97M-V/def2-TZVPD", "elements": ["Fe", "Cl", "C", "C", "C", "C", "C", "Cl", "C", "S", "H", "H", "H", "C", "C", "Ge", "C", "C", "C", "C", "Ge", "C", "C", "C", "C", "C", "C", "C", "C", "C", "C", "H", "H", "H", "H", "H", "H", "H", "H", "H", "H", "H", "H", "H", "H", "H", "H", "H", "H", "H", "H", "H", "H", "H", "H", "H", "H", "N", "P", "C", "C", "C", "C", "C", "C", "C", "C", "C", "C", "C", "C", "C", "C", "C", "C", "C", "N", "H", "H", "H", "H", "H", "H", "H", "H", "H", "H", "H", "H", "H", "H", "H", "C", "N", "C", "C", "C", "C", "C", "C", "C", "C", "H", "H", "H", "H", "H", "H", "H", "H", "H", "H", "H", "H", "H"], "positions_angstrom": [[-0.30858, 0.71939, 0.99451], [-1.55902, 0.57699, 3.69339], [-3.25258, 0.38964, 3.31529], [-4.11755, 0.37633, 4.39761], [-5.47595, 0.24520, 4.18776], [-5.95204, 0.13003, 2.89141], [-5.06885, 0.14558, 1.82737], [-5.74825, 0.01309, 0.23763], [-3.67425, 0.27757, 1.98689], [-2.67135, 0.32617, 0.55582], [-3.71228, 0.47233, 5.39542], [-6.15964, 0.23370, 5.02514], [-7.00945, 0.02850, 2.69168], [3.62806, 1.12876, -2.81634], [2.19904, 1.32416, -2.30990], [1.96735, 0.70512, -0.42094], [3.51936, 1.57579, 0.51400], [4.70342, 0.66184, 0.82556], [2.50202, -1.21566, -0.56317], [1.72420, -2.30826, -0.59044], [-0.23049, -1.95217, -0.52103], [-0.52759, -1.96816, 1.45532], [-0.09061, -3.36407, 1.91597], [-1.70218, -3.23168, -1.02518], [-1.60864, -4.70591, -1.40186], [2.33132, -3.65945, -0.44836], [3.49721, -3.82301, 0.31138], [4.09457, -5.06289, 0.46306], [3.53986, -6.19076, -0.12692], [2.37052, -6.05809, -0.85703], [1.77798, -4.81130, -1.00582], [3.73119, 1.41012, -3.86783], [3.94043, 0.08479, -2.72555], [4.34476, 1.72832, -2.25195], [1.50683, 0.77348, -2.94411], [1.90975, 2.37695, -2.38656], [3.17037, 2.05372, 1.43089], [3.85369, 2.39048, -0.13621], [4.39591, -0.20496, 1.41696], [5.47984, 1.18246, 1.39110], [5.16301, 0.28115, -0.08901], [3.57702, -1.41438, -0.55446], [-1.57863, -1.79640, 1.66343], [0.04039, -1.23331, 2.02829], [-0.62390, -4.14769, 1.37276], [-0.31453, -3.49665, 2.97597], [0.97822, -3.52749, 1.77894], [-2.27578, -2.67728, -1.77146], [-2.32991, -3.16814, -0.12996], [-1.03506, -4.90337, -2.31479], [-2.60530, -5.11829, -1.57260], [-1.13608, -5.29952, -0.61885], [3.93074, -2.96360, 0.80750], [4.99342, -5.15196, 1.05972], [4.00257, -7.16020, -0.00061], [1.90740, -6.92957, -1.30370], [0.84335, -4.75561, -1.54403], [0.48506, 3.34843, 2.84998], [-0.61437, 3.20746, 1.56886], [-0.17652, 4.60409, 0.50725], [-0.90689, 5.78736, 0.45304], [-0.50183, 6.81096, -0.39371], [0.62953, 6.65831, -1.18143], [1.36329, 5.47924, -1.12784], [0.95887, 4.45284, -0.29086], [-2.23219, 3.61845, 2.26855], [-3.33207, 3.56873, 1.41262], [-4.61259, 3.74954, 1.91151], [-4.80336, 3.97810, 3.26702], [-3.71167, 4.03687, 4.12128], [-2.42898, 3.85539, 3.62560], [1.27621, 2.31821, 3.31994], [2.17349, 2.56692, 4.36863], [2.96400, 1.54139, 4.82866], [2.86224, 0.28346, 4.23901], [1.96179, 0.12860, 3.21344], [1.17281, 1.11271, 2.75467], [0.68827, 4.25783, 3.23991], [-1.79099, 5.90977, 1.06572], [-1.07156, 7.73001, -0.43418], [0.94106, 7.45881, -1.83953], [2.24625, 5.35794, -1.74216], [1.52547, 3.52897, -0.24979], [-3.19346, 3.36013, 0.35856], [-5.46229, 3.69306, 1.24337], [-5.80461, 4.10547, 3.65753], [-3.85728, 4.21379, 5.17914], [-1.58531, 3.87003, 4.30409], [2.23303, 3.55709, 4.80065], [3.66052, 1.71535, 5.63804], [3.47175, -0.54731, 4.56207], [1.87845, -0.82193, 2.69841], [-1.69441, -3.22158, -4.67901], [-0.23238, -3.45675, -4.50519], [0.45468, -3.59834, -5.81794], [0.48654, -2.48434, -3.55221], [-0.18456, -1.15379, -3.35291], [-0.31151, -0.36710, -4.50164], [-0.85248, 0.90066, -4.45396], [-1.21152, 1.39761, -3.21431], [-1.03175, 0.64196, -2.06421], [-0.53957, -0.66255, -2.07521], [-2.12590, -4.10113, -5.15183], [-1.84617, -2.34738, -5.30332], [-2.14597, -3.05592, -3.70698], [-0.14973, -4.36374, -4.04496], [0.42717, -2.64755, -6.34127], [-0.05797, -4.35429, -6.40855], [1.48603, -3.89637, -5.64816], [1.48693, -2.35194, -3.96390], [0.59615, -3.03506, -2.62988], [0.05232, -0.74527, -5.45129], [-0.95344, 1.49754, -5.35010], [-1.60971, 2.40018, -3.12069], [-1.30414, 1.19719, -1.17265]], "mulliken_charge": [1.98, -0.16, 0.69, -0.73, -0.55, -0.74, -0.08, -0.23, -0.38, -0.15, 0.48, 0.41, 0.46, -1.50, 0.29, 1.20, -0.51, -1.65, -1.94, 1.03, 0.78, -0.28, -1.44, -1.04, -1.34, 0.10, -0.24, -0.94, -0.47, -1.38, 0.63, 0.41, 0.26, 0.34, -0.34, 0.31, 0.31, 0.71, 0.24, 0.39, 0.36, 0.85, 0.48, -0.04, 0.25, 0.53, 0.32, 0.90, 0.73, 0.16, 0.34, 0.33, 0.43, 0.44, 0.40, 0.43, 0.33, 0.35, 0.76, 0.01, -0.49, -0.72, -0.64, -0.81, -0.34, 0.40, -0.55, -0.66, -0.61, -0.62, -0.72, -0.18, -0.91, -0.69, -0.96, -0.78, 0.95, 0.36, 0.41, 0.44, 0.39, 0.47, 0.05, 0.32, 0.44, 0.42, 0.43, 0.32, 0.51, 0.43, 0.52, 0.30, -0.68, 0.24, -0.87, 0.47, 0.94, -0.25, -1.04, -1.34, 0.70, 0.02, 0.36, 0.47, 0.22, 0.44, 0.33, 0.42, 0.38, 0.47, -1.81, 0.15, 0.41, 0.53, -0.31], "gap_ev": [6.8, 7.3], "energy_ev": -247753.722, "charge": 1, "molar_mass_g_mol": 1011.02, "relative_energy_kcal_mol": 3.9, "multiplicity": 5}


Record 2
{"formula": "C48H57N5OP", "method": "wB97M-V/def2-TZVPD", "elements": ["C", "N", "C", "C", "C", "C", "C", "P", "C", "C", "C", "C", "N", "C", "C", "C", "C", "C", "C", "C", "C", "N", "C", "C", "C", "C", "C", "C", "H", "H", "H", "H", "H", "H", "H", "H", "H", "H", "H", "H", "H", "H", "H", "H", "H", "H", "H", "H", "H", "H", "H", "H", "H", "H", "H", "H", "H", "H", "C", "N", "C", "O", "C", "C", "C", "C", "C", "C", "C", "C", "N", "C", "C", "C", "C", "C", "C", "C", "C", "C", "C", "C", "C", "C", "C", "H", "H", "H", "H", "H", "H", "H", "H", "H", "H", "H", "H", "H", "H", "H", "H", "H", "H", "H", "H", "H", "H", "H", "H", "H", "H", "H"], "positions_angstrom": [[0.64228, -4.18056, -4.88708], [-0.63494, -3.73767, -4.35063], [-1.79355, -4.50755, -4.75357], [-0.71118, -2.64255, -3.53735], [-1.97680, -2.08358, -3.18642], [-2.03954, -0.88175, -2.50192], [-0.87728, -0.24499, -2.02182], [-0.97639, 1.10992, -0.81631], [0.37592, 2.23894, -1.45334], [0.36982, 2.60633, -2.81425], [1.38526, 3.31437, -3.42687], [2.49720, 3.72637, -2.66447], [3.57361, 4.28558, -3.27271], [4.78518, 4.57489, -2.52582], [3.60396, 4.49571, -4.70724], [2.46076, 3.50408, -1.25531], [1.41857, 2.79193, -0.66665], [-2.41940, 2.07553, -1.55481], [-2.93501, 3.19686, -0.85814], [-3.79731, 4.11143, -1.45366], [-4.20047, 3.94430, -2.80794], [-4.94542, 4.86785, -3.47207], [-5.24735, 4.68436, -4.88581], [-5.47016, 6.06076, -2.82618], [-3.74743, 2.80155, -3.49772], [-2.82900, 1.95396, -2.90437], [0.37625, -0.82073, -2.33444], [0.47152, -2.01379, -3.04004], [1.33590, -4.48712, -4.07385], [0.46340, -5.03673, -5.56107], [1.13974, -3.36186, -5.45378], [-2.70197, -4.05742, -4.35789], [-1.86276, -4.52722, -5.84969], [-1.74280, -5.54114, -4.37971], [-2.91415, -2.57577, -3.47726], [-3.03139, -0.44329, -2.38738], [-0.46914, 2.31067, -3.43233], [1.33063, 3.51772, -4.49165], [5.22823, 3.64877, -2.06448], [5.49950, 5.02441, -3.24464], [4.60651, 5.34441, -1.73178], [3.52782, 3.55412, -5.29122], [2.79520, 5.18332, -5.02256], [4.56233, 4.97705, -4.93150], [3.28200, 3.88750, -0.63641], [1.42170, 2.64933, 0.41608], [-2.61789, 3.36162, 0.16868], [-4.16545, 4.97150, -0.89217], [-4.32732, 4.58278, -5.48568], [-5.87755, 3.79422, -5.05875], [-5.78689, 5.56815, -5.23852], [-4.64933, 6.69460, -2.40203], [-5.99661, 6.61816, -3.62017], [-6.21856, 5.83618, -2.02168], [-4.07530, 2.59807, -4.51590], [-2.44173, 1.19156, -3.57383], [1.29925, -0.31399, -2.04238], [1.46338, -2.47118, -3.18063], [3.83606, -1.69367, 5.89463], [3.45441, -1.44845, 4.51017], [4.26374, -1.81164, 3.46664], [5.43788, -2.18315, 3.54583], [3.45403, -1.60262, 2.18749], [3.09755, -2.93276, 1.48499], [2.64232, -4.05639, 2.38368], [3.47833, -4.56082, 3.38737], [2.99273, -5.44581, 4.35462], [1.69288, -5.95324, 4.24382], [0.92910, -5.63276, 3.11100], [1.40486, -4.69974, 2.18535], [2.31881, -0.84233, 2.64011], [1.42812, -0.32028, 1.72619], [0.10906, -0.03215, 1.97031], [-0.94903, -0.04643, 0.90820], [-2.38416, 0.08491, 1.42416], [-3.36537, -0.58946, 0.69265], [-4.62684, -0.85012, 1.23171], [-4.87687, -0.52397, 2.56993], [-3.92670, 0.22167, 3.30120], [-2.71912, 0.60413, 2.69969], [2.12448, -0.98965, 4.07832], [1.03322, -2.06917, 4.40777], [0.46433, -1.66759, 5.74961], [0.73372, -0.15859, 5.92766], [1.73236, 0.30179, 4.86189], [4.91553, -1.54824, 6.01359], [3.31121, -1.00567, 6.56160], [3.60501, -2.72565, 6.19654], [4.05268, -0.98132, 1.50366], [2.30322, -2.71019, 0.76806], [4.02571, -3.21294, 0.95305], [4.53626, -4.29887, 3.38340], [3.64246, -5.74534, 5.18391], [1.29335, -6.61705, 5.01898], [-0.04001, -6.11438, 2.94456], [0.82837, -4.47723, 1.28378], [1.83054, -0.06392, 0.73132], [-0.16947, 0.12730, 3.02779], [-0.81701, -1.03969, 0.32903], [-3.11631, -0.98476, -0.29524], [-5.37927, -1.35034, 0.61384], [-5.84214, -0.79727, 3.02329], [-4.12743, 0.46736, 4.34877], [-2.02983, 1.25492, 3.24754], [0.28562, -2.03065, 3.60715], [1.50607, -3.05499, 4.39190], [-0.60750, -1.88617, 5.79464], [0.94391, -2.24681, 6.54888], [-0.21083, 0.37986, 5.78344], [1.08851, 0.06998, 6.94444], [2.64908, 0.72682, 5.30038], [1.30647, 1.03356, 4.15786]], "mulliken_charge": [-1.06, 0.11, -0.93, 1.71, -1.32, -0.69, -0.07, 1.52, -0.24, -0.83, -0.81, 1.01, 0.09, -0.93, -0.93, -0.73, -0.62, 0.76, -1.12, -0.85, 0.87, 0.09, -0.92, -0.90, -0.91, -0.75, -0.90, -0.82, 0.30, 0.36, 0.34, 0.25, 0.38, 0.33, 0.06, 0.74, 0.34, 0.45, 0.33, 0.25, 0.31, 0.33, 0.31, 0.25, 0.36, 0.50, 0.42, 0.43, 0.35, 0.31, 0.24, 0.32, 0.25, 0.31, 0.44, 0.54, 0.42, 0.34, -1.02, 0.37, -0.40, -0.69, 0.32, -1.32, 0.38, 0.02, -0.64, -0.54, -0.60, -0.25, 0.24, -0.41, -1.03, 1.26, 0.13, -0.28, -0.83, -0.50, -0.98, -0.36, 0.60, 0.35, -0.90, -0.65, -1.40, 0.38, 0.38, 0.23, 0.58, 0.23, 0.56, 0.42, 0.44, 0.39, 0.37, 0.40, 0.86, -0.04, 0.51, 0.27, 0.44, 0.40, 0.43, 0.54, 0.41, -0.65, 0.45, 0.34, 0.30, 0.46, 0.39, 0.26], "gap_ev": 7.3, "energy_ev": -69480.386, "charge": 1, "molar_mass_g_mol": 750.99}